No. 1
66
Properties=species:S:1:pos:R:3:forces:R:3 method="wB97M-V/def2-TZVPD" lumo_ev=-0.242 orbital_gap_ev=5.940 homo_energy_ev=-6.18
Li 14.58347 11.95615 7.04643 -0.1 -0.5 0.0
F 15.51777 7.26318 10.87575 0.1 -0.1 -0.3
C 15.79369 8.41027 10.19920 -0.7 1.7 0.8
C 15.33024 9.62406 10.71244 0.4 -0.7 -0.3
C 15.61772 10.80107 9.99459 0.2 -1.3 0.2
C 16.31884 10.85430 8.75195 0.5 -1.2 -0.3
C 16.45410 12.02303 7.92944 0.1 0.6 -0.2
C 16.79537 9.57092 8.30875 -1.2 -0.1 1.0
C 16.48494 8.41424 9.02395 0.2 -0.9 -0.6
H 14.75526 9.53009 11.64618 0.3 0.7 -0.4
H 15.32997 11.69932 10.44812 -0.6 1.4 0.4
H 17.09334 11.93995 7.02077 -0.2 0.0 0.9
H 16.54162 12.98180 8.47198 0.0 -0.4 -0.4
H 17.26181 9.43301 7.35730 0.4 0.2 -0.4
H 16.65680 7.40341 8.66828 0.6 0.2 -0.4
I 11.05033 6.68420 5.84949 -0.2 -0.3 -0.3
C 12.41977 8.05890 6.49018 -0.6 -0.1 -1.1
C 12.95583 8.10011 7.73116 0.4 -0.2 1.3
N 13.63672 9.23468 7.81591 0.2 1.1 -1.1
N 13.58750 9.95155 6.67160 0.1 0.0 -0.1
C 12.84983 9.22428 5.83245 -0.1 0.4 0.2
H 12.92450 7.44327 8.58195 -0.1 -0.2 -0.1
H 14.28812 9.57494 8.49729 0.2 -0.1 0.8
H 12.62260 9.57546 4.82380 0.1 -0.1 0.5
C 9.34685 10.40246 5.44516 1.0 0.8 1.4
O 9.74968 11.20170 6.65007 0.6 0.3 -1.1
C 10.69418 12.17453 6.40106 -0.3 -1.6 -0.8
O 11.38570 12.19648 5.41120 0.0 -0.1 -0.1
C 10.83304 13.15924 7.46560 0.1 0.1 0.7
C 9.72023 13.52563 8.08874 -0.1 0.3 -0.4
As 9.49684 14.68373 9.60880 0.2 0.2 0.7
C 8.63138 16.23960 8.75485 0.1 -0.4 0.0
C 11.34155 15.36634 9.82688 1.6 -0.4 -0.3
C 12.50261 15.08275 9.17958 -1.6 -0.4 0.0
As 12.69572 13.78985 7.63056 -0.5 0.9 1.0
C 12.67297 15.18755 6.28800 -0.6 2.1 -0.5
C 13.70091 15.93103 9.47004 1.8 -1.0 -0.3
O 13.76813 17.09245 9.19486 -0.3 0.7 0.1
O 14.78754 15.21713 9.88482 -1.7 -0.8 -0.6
C 15.94582 15.93546 10.25306 -0.9 1.2 -0.4
C 11.41903 16.31262 11.00488 1.2 -0.8 -0.2
O 10.53752 17.05241 11.26541 -1.8 1.5 0.6
O 12.54460 16.21780 11.72994 0.6 -0.6 0.1
C 12.85032 17.19435 12.76008 -0.9 0.0 -0.9
C 8.38778 13.12499 7.48269 0.9 -1.0 4.0
O 8.00657 13.61351 6.49219 -1.4 0.6 -2.5
O 7.68748 12.36377 8.38069 -0.2 0.7 -1.2
C 6.31548 12.07156 8.00377 1.7 -2.3 0.7
H 8.52495 9.78466 5.79506 0.2 -0.1 0.0
H 10.22448 9.84322 5.08125 -0.6 0.2 0.1
H 9.00506 11.13162 4.73848 -0.2 0.1 -0.7
H 7.56056 16.13158 8.80142 -0.4 -0.1 0.4
H 8.85056 16.33972 7.70731 0.5 0.1 -0.4
H 8.94912 17.08974 9.33727 0.0 0.3 0.0
H 11.71010 15.76514 6.21040 0.6 -0.9 0.4
H 12.83836 14.76423 5.30832 0.2 -0.2 -0.2
H 13.41463 16.01115 6.46766 -0.3 -1.1 0.1
H 16.57490 15.23729 10.73713 0.8 -0.7 0.3
H 15.58969 16.66759 10.96719 0.5 0.5 0.2
H 16.40822 16.42230 9.38390 0.0 -0.2 0.3
H 13.83414 16.96999 13.13029 0.5 0.0 -0.3
H 12.18132 17.10516 13.59872 -0.5 -0.1 0.1
H 12.75357 18.17971 12.30667 0.2 0.1 0.2
H 5.87465 11.64661 8.90341 -0.1 0.1 -0.2
H 6.30970 11.34981 7.18606 0.1 -0.2 0.2
H 5.82803 12.89398 7.63742 -1.2 2.3 -0.5


No. 2
81
Properties=species:S:1:pos:R:3:forces:R:3 method="wB97M-V/def2-TZVPD" charge=-2 lumo_ev=4.321 orbital_gap_ev=6.201 homo_energy_ev=-1.88
Li 1.13907 0.97000 -0.13088 0.2 0.1 -0.2
C -3.62743 2.97395 -3.62492 0.0 0.0 0.0
C -2.67468 3.04443 -2.42988 0.0 0.0 0.0
C -1.24738 3.11676 -2.97352 0.0 -0.1 0.0
C -3.02851 4.28432 -1.60599 0.0 0.0 0.0
N -2.86591 1.82848 -1.59306 0.0 0.0 0.0
C -3.81313 0.84966 -1.84291 0.0 0.0 0.0
C -3.66836 -0.09033 -0.89648 0.0 0.0 0.0
N -2.63755 0.27480 -0.05545 0.1 0.0 0.1
B -2.23012 -0.88679 0.95853 0.0 0.0 -0.1
N -1.84924 -2.11564 0.10918 -0.1 0.0 -0.1
C -2.43268 -3.34108 0.32034 0.0 0.0 0.0
C -1.81559 -4.24184 -0.45526 0.0 0.0 0.0
N -0.82634 -3.56931 -1.16865 0.0 0.0 0.0
C -0.85917 -2.23830 -0.81717 0.0 0.0 0.0
S 0.02863 -0.96475 -1.49128 0.0 0.0 0.1
C 0.17769 -4.35729 -1.92580 0.0 0.0 0.0
C 1.15203 -3.52915 -2.75810 0.0 0.0 0.0
C -0.57566 -5.28574 -2.88646 0.0 0.0 0.0
C 0.98114 -5.16980 -0.90386 0.0 0.0 0.0
N -1.16855 -0.54264 2.02585 0.1 0.0 0.0
C -1.26910 0.61989 2.76258 0.0 0.0 0.0
C -0.28241 0.63976 3.66880 0.0 0.0 0.0
N 0.43218 -0.53921 3.52428 0.0 0.0 0.1
C -0.15124 -1.29349 2.54752 0.0 0.0 0.0
S 0.22717 -2.92305 2.18978 0.0 0.0 0.0
C 1.60913 -0.89541 4.36178 0.0 0.0 0.0
C 2.78732 -1.32407 3.48216 0.0 0.0 0.0
C 1.20421 -1.99185 5.34912 0.0 0.0 0.0
C 2.05205 0.34434 5.14113 0.0 0.0 0.0
C -2.14287 1.46724 -0.48210 -0.1 0.0 0.0
S -0.92702 2.41158 0.23565 0.0 -0.1 0.0
H -3.46923 3.86919 -4.22617 0.0 0.0 0.0
H -4.67597 2.95552 -3.31853 0.0 0.0 0.0
H -3.41693 2.10672 -4.25258 0.0 0.0 0.0
H -1.18707 3.91593 -3.71611 0.0 0.0 0.0
H -0.95194 2.17899 -3.44542 0.0 0.0 0.0
H -0.52697 3.31138 -2.18591 0.0 0.0 0.0
H -2.89517 5.17566 -2.22355 0.0 0.0 0.0
H -2.38154 4.35511 -0.73432 0.0 0.0 0.0
H -4.07056 4.23812 -1.27630 0.0 0.0 0.0
H -4.49638 0.88878 -2.66765 0.0 0.0 0.0
H -4.19612 -1.01771 -0.76191 0.0 0.0 0.0
H -3.27228 -1.17919 1.51861 0.0 0.0 0.0
H -3.21425 -3.46855 1.04678 0.0 0.0 0.0
H -1.96514 -5.30187 -0.53068 0.0 0.0 0.0
H 0.64250 -2.88673 -3.47220 0.0 0.0 0.0
H 1.78514 -4.23958 -3.29906 0.0 0.0 0.0
H 1.77674 -2.89059 -2.14193 0.0 0.0 0.0
H -1.17079 -4.69549 -3.58512 0.0 0.0 0.0
H -1.23754 -5.97950 -2.36771 0.0 0.0 0.0
H 0.14633 -5.87391 -3.45578 0.0 0.0 0.0
H 1.45039 -4.49236 -0.18922 0.0 0.0 0.0
H 1.75265 -5.75053 -1.41503 0.0 0.0 0.0
H 0.34157 -5.85469 -0.34401 0.0 0.0 0.0
H -1.98855 1.37865 2.52352 0.0 0.0 0.0
H 0.02552 1.43402 4.31793 0.0 0.0 0.0
H 2.60203 -2.28474 3.01109 0.0 0.0 0.0
H 3.68123 -1.39031 4.10884 0.0 0.0 0.0
H 2.94393 -0.56735 2.71352 0.0 0.0 0.0
H 0.86408 -2.87752 4.81554 0.0 0.0 0.0
H 0.40061 -1.63217 5.99789 0.0 0.0 0.0
H 2.06396 -2.25095 5.97295 0.0 0.0 0.0
H 2.31341 1.16480 4.46842 0.0 0.0 0.0
H 2.94287 0.07410 5.71095 0.0 0.0 0.0
H 1.29030 0.66413 5.85725 0.0 0.0 0.0
O 3.19499 2.70294 2.77655 0.0 0.0 0.0
C 2.75176 2.22491 1.71720 -0.1 0.0 0.1
O 2.05203 1.18800 1.57376 0.0 0.0 0.0
C 3.07213 2.97755 0.42072 0.0 0.0 0.0
C 3.82651 4.14177 0.41919 0.0 0.0 0.0
C 4.05191 4.77304 -0.79500 0.0 0.0 0.0
C 3.52326 4.22626 -1.95268 0.0 0.0 0.0
C 2.77864 3.05324 -1.86737 0.0 0.0 0.0
N 2.56808 2.45560 -0.69658 -0.2 -0.1 0.0
C 2.16797 2.40392 -3.13442 0.0 0.1 0.0
O 2.37476 3.03623 -4.19501 0.0 0.0 0.0
O 1.54269 1.34617 -2.94792 0.0 0.0 0.0
H 4.20298 4.51473 1.36134 0.0 0.0 0.0
H 4.63319 5.68910 -0.83637 0.0 0.0 0.0
H 3.65461 4.66368 -2.93243 0.0 0.0 0.0


No. 3
9
Properties=species:S:1:pos:R:3:forces:R:3 method="wB97M-V/def2-TZVPD" lumo_ev=0.585 orbital_gap_ev=9.536 homo_energy_ev=-8.95
N 2.42785 -0.18029 0.16660 -0.6 0.1 -0.3
C 1.48408 0.45359 -0.04890 0.2 1.4 -0.2
N 0.40443 1.29386 -0.14513 -0.1 -1.4 0.4
C -0.82948 0.58965 0.16719 2.9 0.6 -1.4
C -0.87141 -0.67440 -0.01733 0.0 -3.0 0.7
N -0.87317 -1.86550 -0.17426 -0.9 0.6 -1.9
H 0.26076 1.90959 -0.92882 0.9 -0.1 -0.3
H -1.51736 1.10353 0.66520 -2.8 2.0 1.9
H -0.48570 -2.63002 0.31545 0.5 -0.3 1.1


No. 4
40
Properties=species:S:1:pos:R:3:forces:R:3 method="wB97M-V/def2-TZVPD" charge=+3 lumo_ev="-13.532 / -13.547" orbital_gap_ev="5.264 / 5.247" homo_energy_ev="-18.80 / -18.79"
Sn 0.17262 0.15190 2.96141 0.1 0.1 0.2
C 2.75126 0.11107 -3.02540 0.0 0.0 -0.1
N 2.84845 0.15986 -1.55443 -0.1 0.0 0.1
C 3.96043 0.14425 -0.85773 0.1 0.1 0.0
C 3.56994 0.19379 0.53924 -0.1 0.1 0.1
N 2.24497 0.23334 0.62507 -0.1 -0.1 -0.1
C 1.77759 0.20128 -0.62357 0.3 0.0 -0.1
P 0.03820 0.02641 -1.21188 -0.2 -0.3 -0.1
C -0.64629 -1.17828 -0.06399 0.0 0.0 0.2
N -0.66737 -1.23155 1.28989 0.2 0.3 -0.4
C -1.32902 -2.36038 1.63830 0.0 0.0 -0.1
C -1.72193 -3.01323 0.48951 0.0 0.0 0.1
N -1.29442 -2.27264 -0.55413 0.0 0.0 -0.1
C -1.52157 -2.63630 -1.96283 0.0 0.0 0.0
C -0.66589 1.60687 -0.57387 -0.1 0.2 -0.1
N -0.83769 1.99550 0.69123 0.0 -0.1 -0.1
C -1.53363 3.12603 0.65240 0.1 -0.1 0.1
C -1.80959 3.47396 -0.72918 0.0 0.1 0.0
N -1.26077 2.53499 -1.46416 0.0 -0.1 0.1
C -1.29534 2.46107 -2.93697 0.0 0.0 -0.1
H 3.75641 0.07697 -3.43593 0.0 0.0 0.0
H 2.20783 -0.78018 -3.33017 0.0 0.0 0.0
H 2.24884 1.00315 -3.39165 0.0 0.0 0.0
H 4.94854 0.10960 -1.29900 0.0 0.0 0.0
H 4.22270 0.20954 1.40167 0.0 0.0 0.0
H -1.47751 -2.62176 2.67339 0.0 -0.1 -0.1
H -2.26564 -3.93459 0.35458 0.0 0.0 0.0
H -2.06923 -3.57314 -1.98541 0.0 0.0 0.0
H -2.11654 -1.87447 -2.46055 0.0 0.0 0.0
H -0.57360 -2.77611 -2.47646 0.0 0.0 0.0
H -1.82137 3.67880 1.53661 0.0 0.0 0.0
H -2.34461 4.32321 -1.13520 0.0 0.0 0.0
H -1.83519 3.32566 -3.31258 0.0 0.0 0.0
H -0.28191 2.47729 -3.33068 0.0 0.0 0.0
H -1.80742 1.55384 -3.24882 0.0 0.0 0.0
F -1.42847 -2.00814 6.81875 0.0 0.1 0.0
B -0.72426 -0.94499 6.53011 0.0 -0.1 0.0
F -1.31649 0.21638 6.28490 0.0 0.0 0.0
F 0.59644 -1.00362 6.44424 0.0 0.1 0.0
F -0.69848 -1.18539 4.03327 -0.1 -0.2 0.1


No. 5
41
Properties=species:S:1:pos:R:3:forces:R:3 method="wB97M-V/def2-TZVPD" charge=+2 lumo_ev="-8.777 / -8.772" orbital_gap_ev="5.022 / 5.026" homo_energy_ev="-13.80 / -13.80"
Tc 0.83030 0.54834 0.74832 0.5 0.2 -0.2
N -1.40290 0.67043 0.76663 0.0 0.1 0.0
C -1.92415 0.54680 -0.59243 0.0 0.0 0.0
C -3.25457 0.44416 -0.87485 0.0 0.0 -0.1
C -3.67849 0.34754 -2.21914 0.0 0.0 0.1
C -2.76884 0.36788 -3.23699 0.1 0.0 0.0
C -1.38396 0.47592 -2.96159 -0.1 0.0 0.0
C -0.38669 0.50613 -3.96198 0.0 0.0 0.0
C 0.92784 0.61687 -3.60690 0.0 0.0 0.1
C 1.26572 0.67350 -2.24797 -0.1 0.0 -0.1
N 0.35724 0.63373 -1.28931 -0.1 0.0 0.1
C -0.97150 0.55620 -1.62202 0.1 0.0 0.0
H -1.77799 -0.08270 1.34127 0.0 0.0 0.0
H -1.73323 1.54380 1.17502 0.0 0.0 0.0
H -3.98627 0.44102 -0.07632 0.0 0.0 0.0
H -4.73469 0.26267 -2.43141 0.0 0.0 0.0
H -3.09445 0.29891 -4.26646 0.0 0.0 0.0
H -0.67468 0.44361 -5.00378 0.0 0.0 0.0
H 1.71847 0.65359 -4.34150 0.0 0.0 0.0
H 2.29861 0.74976 -1.93938 0.0 0.0 0.0
Cl 0.58181 0.07469 3.15237 -0.1 -0.2 -0.1
C 0.33570 -1.56177 2.43670 0.0 0.2 0.2
C 0.36982 -1.44390 1.06896 -0.1 -0.2 0.0
C 0.23101 -2.62380 0.35070 -0.1 0.0 0.0
Cl 0.27456 -2.60437 -1.37541 0.0 0.0 0.1
C 0.08054 -3.84317 1.02782 0.0 0.0 0.0
Cl -0.06284 -5.29382 0.14426 0.0 0.0 0.0
C 0.04644 -3.88514 2.43215 0.0 0.0 0.0
Cl -0.14145 -5.36290 3.25032 0.0 0.0 0.0
C 0.17827 -2.70596 3.18162 0.0 0.1 -0.1
Cl 0.16330 -2.66095 4.88216 0.0 0.0 0.0
S 0.38177 7.71325 4.22216 -0.1 0.2 0.2
As 1.24823 6.54295 2.88025 0.1 -0.2 -0.2
S 0.65850 2.83869 0.98915 -0.2 -0.1 -0.1
S 1.85574 3.20718 2.54059 0.1 0.1 0.1
S 0.90544 4.43583 3.85420 -0.1 0.0 0.0
C 3.50938 -0.78202 0.30209 -0.3 0.2 -0.2
O 2.56363 0.31116 0.47704 0.1 -0.1 0.1
H 3.89854 -1.00542 1.29394 0.0 0.0 0.0
H 4.30003 -0.40897 -0.34327 0.0 -0.1 0.0
H 2.99581 -1.63974 -0.12701 0.1 0.0 0.0


What did we get for ΔE to the lowest compared entry with this formula, charge and spin? Answer: 25.7 0.0 58.2 0.0 15.8 kcal/mol, in the order shown.